A cluster of 4 separate species, C38H86ClNO17P4S2 in total, computed with the ωB97M-V functional and the def2-TZVPD basis.

The calculation puts the energy at -5454.6035 a.u. The HOMO-LUMO gap comes out at 6.281 eV. For the maximum force, the calculation gives 9.60 eV/Å. The spin multiplicity is 1.

XYZ file:
```
149
Properties=species:S:1:pos:R:3:lowdin_charge:R:1
C 7.4826 -3.5906 -3.0419 -0.01
C 6.8765 -2.1979 -3.0881 -0.09
C 5.2358 -1.9329 -2.8574 -0.52
C 4.4988 -2.7082 -4.0785 -0.17
C 3.1255 -3.5239 -3.7477 -0.63
C 1.9603 -2.6774 -2.9629 -0.14
Cl 3.4194 -5.2446 -3.0177 0.51
O 4.8996 -0.5131 -2.6881 -0.26
C 5.3428 0.3380 -3.8009 -0.22
C 6.5829 1.2330 -3.2988 -0.11
C 7.9329 1.2085 -4.2869 -0.20
C 9.3079 1.5355 -3.3923 -0.17
C 9.7300 0.3191 -2.3784 -0.25
O 10.2423 -0.8975 -3.0607 -0.15
C 3.9869 1.1210 -4.3295 -0.36
C 4.1191 1.2315 -5.9944 -0.16
C 5.5074 1.9061 -6.5163 -0.12
C 3.7754 2.6330 -3.7858 -0.15
S 3.8113 2.8016 -1.8825 0.80
O 4.9386 3.7405 -1.3839 -0.43
O 2.4479 3.2792 -1.3044 -0.45
O 2.8986 0.1703 -4.1081 -0.18
C 1.5983 0.7341 -3.8224 -0.19
C 0.8520 1.4874 -5.1162 -0.16
C -0.7771 1.1457 -4.9501 -0.20
C -1.2482 2.0332 -3.6129 -0.20
C -1.6431 1.0772 -2.3233 -0.27
N -1.6016 1.8956 -1.0167 -0.05
P 4.9550 -2.7039 -1.0988 0.45
S 4.9787 -1.1968 0.1925 0.10
H 8.6314 -3.7945 -2.8970 0.07
H 6.7320 -4.4732 -3.2156 0.06
H 7.6572 -1.3390 -3.2340 0.07
H 5.2129 -3.4858 -4.6380 0.13
H 4.2106 -1.9282 -4.9369 0.13
H 2.6480 -3.7741 -4.8159 0.12
H 1.5521 -3.3960 -2.1018 0.08
H 1.0322 -2.4156 -3.6315 0.09
H 2.3648 -1.7180 -2.3852 0.09
H 5.7153 -0.2895 -4.7468 0.16
H 6.4060 2.3577 -3.0624 0.10
H 6.9751 0.7496 -2.2784 0.13
H 8.1020 0.1523 -4.7777 0.11
H 7.8982 2.0873 -5.0942 0.11
H 10.1822 1.6102 -4.2018 0.13
H 9.1963 2.5873 -2.8920 0.12
H 10.6486 0.7271 -1.7353 0.13
H 8.9103 0.0130 -1.5976 0.12
H 9.8787 -1.6582 -2.4837 0.10
H 3.2395 1.8252 -6.4862 0.11
H 4.0777 0.0980 -6.3647 0.13
H 5.8529 2.8734 -5.9588 0.08
H 5.3324 2.2256 -7.6515 0.10
H 6.3208 1.0499 -6.5576 0.08
H 2.8428 3.2025 -4.1973 0.12
H 4.7223 3.2684 -4.1408 0.12
H 4.0625 1.5301 -1.2956 0.09
H 0.8757 -0.1983 -3.6163 0.10
H 1.5073 1.3691 -2.8238 0.12
H 0.9255 2.6540 -5.0719 0.11
H 1.2527 1.0043 -6.1080 0.11
H -0.9757 -0.0089 -4.7910 0.11
H -1.3858 1.4524 -5.9194 0.11
H -0.3625 2.7333 -3.2246 0.11
H -2.1473 2.7435 -3.9357 0.12
H -0.9393 0.1543 -2.1740 0.11
H -2.7567 0.7215 -2.4351 0.12
H -2.0418 2.8312 -1.1799 0.07
H -0.6193 1.9894 -0.6686 0.06
H 3.6983 -3.3590 -0.9238 -0.04
H 6.0126 -3.5833 -0.6770 -0.01
C -0.3363 4.2759 2.1228 -0.08
C -1.5067 5.2123 2.3685 -0.29
O -2.5278 4.5785 3.1174 -0.27
P -2.2434 4.2802 4.7162 0.78
O -2.5610 5.7371 5.1336 -0.22
O -3.7526 3.7387 5.1825 -0.26
C -4.3812 4.3508 6.3087 -0.29
C -5.3732 5.4105 5.8520 -0.08
O -1.8886 2.6525 4.2498 -0.27
C -2.8672 1.7473 3.7350 -0.28
C -3.5614 2.1582 2.4414 -0.08
H 0.1541 4.0121 3.0634 0.07
H 0.4036 4.7480 1.4705 0.08
H -0.6667 3.3477 1.6590 0.06
H -1.1764 6.1244 2.8793 0.11
H -1.9436 5.5072 1.4090 0.12
H -3.6374 4.7676 6.9931 0.10
H -4.9120 3.5701 6.8671 0.12
H -4.9748 6.0399 5.0440 0.08
H -5.6686 6.0522 6.6821 0.07
H -6.2733 4.9330 5.4480 0.07
H -3.6058 1.5106 4.5081 0.11
H -2.3323 0.8121 3.5385 0.12
H -4.2489 2.9956 2.6005 0.07
H -4.1545 1.3291 2.0434 0.08
H -2.8374 2.4550 1.6771 0.05
C 1.5479 -7.7684 -1.5671 -0.11
C 2.4475 -8.5918 -0.6618 -0.29
O 2.4911 -9.9470 -1.0698 -0.27
P 3.3094 -10.3118 -2.4567 0.78
O 4.6899 -10.2667 -1.7568 -0.22
O 3.2505 -11.9794 -2.3975 -0.26
C 4.4693 -12.7120 -2.5235 -0.30
C 4.9951 -13.1078 -1.1514 -0.08
O 1.7670 -10.3621 -3.2387 -0.28
C 0.7744 -11.3528 -2.9644 -0.28
C 0.2531 -11.4166 -1.5331 -0.08
H 1.9538 -7.7236 -2.5811 0.04
H 1.4539 -6.7464 -1.1896 0.06
H 0.5533 -8.2063 -1.6360 0.07
H 3.4608 -8.1743 -0.6340 0.11
H 2.0512 -8.5728 0.3586 0.12
H 5.2122 -12.1412 -3.0872 0.10
H 4.2634 -13.6155 -3.1101 0.12
H 4.9268 -12.2885 -0.4220 0.08
H 6.0322 -13.4375 -1.2111 0.08
H 4.3952 -13.9286 -0.7419 0.08
H 1.1251 -12.3381 -3.2890 0.11
H -0.0741 -11.1105 -3.6130 0.12
H 1.0077 -11.8136 -0.8459 0.07
H -0.6162 -12.0783 -1.4699 0.08
H -0.0461 -10.4280 -1.1732 0.07
C -10.0854 6.6286 10.5212 -0.08
C -9.5915 5.6455 9.4740 -0.29
O -10.2356 5.8484 8.2294 -0.27
P -9.8368 7.1955 7.3621 0.79
O -8.5337 6.5632 6.8148 -0.22
O -10.6692 6.8863 5.9480 -0.26
C -9.9610 6.9480 4.7099 -0.29
C -9.5437 5.5532 4.2670 -0.08
O -11.2928 7.9021 7.9737 -0.28
C -12.6004 7.4457 7.6220 -0.28
C -12.9369 6.0021 7.9788 -0.08
H -9.8153 7.6526 10.2504 0.07
H -9.6459 6.4042 11.4970 0.08
H -11.1700 6.5936 10.6121 0.07
H -8.5046 5.7188 9.3516 0.11
H -9.8226 4.6250 9.7963 0.12
H -9.1005 7.6182 4.7846 0.10
H -10.6292 7.3852 3.9580 0.12
H -9.1404 4.9519 5.0938 0.07
H -8.7976 5.6025 3.4739 0.08
H -10.4133 5.0034 3.8889 0.07
H -12.7925 7.6330 6.5603 0.11
H -13.2969 8.0904 8.1684 0.12
H -12.3916 5.2926 7.3475 0.07
H -14.0035 5.8080 7.8298 0.08
H -12.6946 5.7825 9.0225 0.07
```

***

A cluster of 14 separate species, C38H87N2O27 in total, computed with the ωB97M-V functional and the def2-TZVPD basis.

The calculation puts the energy at -3640.9561 a.u. The HOMO-LUMO gap comes out at 6.377 eV. As for the charge: -1. For the maximum force, the calculation gives 2.77 eV/Å. The spin multiplicity is 1.

XYZ file:
```
154
Properties=species:S:1:pos:R:3:lowdin_charge:R:1
C 2.0350 2.3931 -0.0390 -0.04
C 1.4945 1.4722 -1.1681 -0.13
N 0.2158 0.8514 -0.8284 0.00
C -1.0271 1.3256 -1.1841 0.00
C -1.9551 0.5029 -0.6351 -0.01
N -1.3168 -0.4891 0.0904 -0.04
C 0.0174 -0.2685 -0.0760 0.02
C -1.9963 -1.4810 0.9104 0.00
H 1.2289 3.0931 0.1874 0.06
H 2.9116 2.9206 -0.4118 0.05
H 2.2982 1.8721 0.8814 0.07
H 2.1966 0.6639 -1.3743 0.11
H 1.3731 2.0093 -2.1082 0.13
H -1.1163 2.2222 -1.7761 0.14
H -3.0318 0.5319 -0.6810 0.12
H 0.7727 -0.8743 0.3967 0.12
H -1.2852 -2.2754 1.1473 0.09
H -2.7877 -2.0336 0.4087 0.09
H -2.2530 -1.1279 1.9079 0.07
C 1.3789 -1.1999 -3.9772 -0.01
C 0.0767 -1.5575 -3.8280 -0.32
C -1.0406 -0.6227 -4.2608 -0.35
O -2.2595 -0.9978 -4.2043 -0.09
C -0.7576 0.5660 -4.9038 0.01
C 0.6158 1.0181 -5.0363 -0.37
C 1.7317 0.1340 -4.3787 -0.28
O 2.8341 0.6582 -4.1417 -0.02
O 0.9062 2.0492 -5.6118 0.04
O -0.1370 -2.7406 -3.3461 -0.06
H 2.1576 -1.9118 -3.7416 0.10
H -1.5409 1.1985 -5.2942 0.11
C -1.0475 0.7050 2.9528 -0.20
C -1.4446 0.5693 4.4289 -0.13
C -0.2702 1.3492 5.0460 -0.22
O -0.0252 2.4360 4.1998 -0.11
C -0.5872 2.1299 2.8651 -0.16
H -1.7971 0.4680 2.1964 0.09
H -0.2366 0.0126 2.7139 0.08
H -1.6033 -0.4158 4.8644 0.06
H -2.3516 1.1648 4.5541 0.12
H 0.5739 0.6580 5.1506 0.10
H -0.3760 1.5774 6.1085 0.12
H 0.0433 2.2750 1.9880 0.11
H -1.4887 2.7295 2.7327 0.11
C -0.7010 -5.5974 0.9413 -0.22
C -2.0867 -5.8370 1.5982 -0.22
O -2.8837 -4.7116 1.2935 -0.08
O -0.8254 -5.7798 -0.4702 -0.08
H 0.0445 -6.3211 1.2783 0.11
H -0.2664 -4.6288 1.1916 0.09
H -1.9291 -5.9516 2.6719 0.11
H -2.5797 -6.7496 1.2587 0.11
H -2.9299 -4.6737 0.3336 0.04
H -1.1602 -4.9444 -0.8251 0.03
C 2.9812 -1.0367 1.9675 -0.20
C 2.6420 -2.4977 2.1457 -0.23
O 1.3657 -2.7979 1.6380 -0.09
O 1.9200 -0.1969 2.4269 -0.08
H 3.0860 -0.8740 0.8933 0.10
H 3.9159 -0.7544 2.4541 0.13
H 2.5945 -2.7976 3.1965 0.13
H 3.4602 -3.1585 1.8492 0.12
H 1.4837 -2.8895 0.6844 0.07
H 2.0043 -0.0799 3.3774 0.09
C -1.3825 -2.5344 5.6947 -0.24
C -1.1279 -2.5328 4.1809 -0.24
O -0.0923 -3.4260 3.7603 -0.06
O -0.2798 -1.8468 6.2836 -0.06
H -1.4949 -3.5579 6.0573 0.12
H -2.3573 -2.0631 5.8431 0.11
H -0.8299 -1.5446 3.8263 0.07
H -2.1020 -2.7748 3.7469 0.12
H 0.3575 -2.9913 3.0224 0.02
H -0.3598 -1.9842 7.2320 0.09
C 2.7694 -4.5095 -1.6660 -0.20
C 3.3274 -3.0932 -1.4180 -0.20
O 2.2652 -2.1564 -1.1717 -0.11
O 2.1858 -4.5602 -2.9782 -0.07
H 2.0190 -4.7313 -0.9038 0.10
H 3.5505 -5.2690 -1.6618 0.12
H 3.9798 -2.7119 -2.2043 0.11
H 3.8722 -3.0833 -0.4710 0.10
H 1.8315 -1.9951 -2.0180 0.03
H 1.5309 -3.8625 -3.1235 0.03
C 3.7282 4.3609 2.4061 -0.21
C 5.1771 4.7527 2.7412 -0.24
O 5.7541 5.3975 1.6279 -0.08
O 2.9064 5.5518 2.2702 -0.09
H 3.3084 3.8660 3.2857 0.11
H 3.6367 3.7453 1.5140 0.08
H 5.7820 3.8951 3.0446 0.11
H 5.1295 5.4228 3.6001 0.11
H 5.6823 4.8207 0.8562 0.03
H 2.0935 5.3895 1.7766 0.02
C -6.5243 -1.3068 1.3983 -0.21
C -7.8099 -0.8285 0.7705 -0.23
O -7.9142 0.5912 0.9518 -0.08
O -5.3573 -0.7805 0.7102 -0.08
H -6.5174 -2.3963 1.4250 0.12
H -6.4463 -1.0023 2.4438 0.12
H -8.7064 -1.3116 1.1637 0.12
H -7.8349 -1.0147 -0.3053 0.11
H -8.8129 0.8945 0.8071 0.08
H -5.5503 0.1634 0.7204 0.07
C -1.3561 6.5437 2.0627 -0.21
C -0.6839 5.1983 1.8408 -0.24
O 0.4627 5.3121 1.0183 -0.09
O -1.7541 7.1066 0.8132 -0.07
H -0.5719 7.1713 2.4856 0.13
H -2.2408 6.4989 2.6985 0.12
H -1.3671 4.4491 1.4333 0.11
H -0.2962 4.7225 2.7424 0.12
H 0.1508 5.5552 0.1410 0.10
H -2.5970 6.7612 0.5095 0.09
C 5.7045 0.7766 -2.1840 -0.22
C 6.2487 -0.0891 -3.3659 -0.22
O 5.1908 -0.9732 -3.7521 -0.09
O 4.7792 1.7220 -2.7014 -0.09
H 6.5469 1.2780 -1.7067 0.11
H 5.1931 0.0583 -1.5404 0.11
H 7.1514 -0.6326 -3.0858 0.11
H 6.4804 0.5341 -4.2315 0.12
H 4.4998 -0.4281 -4.1512 0.05
H 3.9841 1.2493 -2.9984 0.03
C -5.1953 0.5303 -2.8485 -0.21
C -5.2092 -0.9788 -2.4995 -0.25
O -4.9746 -1.7317 -3.6684 -0.07
O -3.8781 1.0584 -3.0099 -0.10
H -5.6468 1.0999 -2.0340 0.10
H -5.7400 0.7036 -3.7779 0.11
H -6.1373 -1.2983 -2.0225 0.10
H -4.4843 -1.1852 -1.7073 0.09
H -4.0518 -1.5599 -3.8967 0.04
H -3.2571 0.4641 -3.4534 0.03
C -2.8655 -4.8013 -3.3824 -0.22
C -3.2778 -3.9824 -2.1578 -0.22
O -2.1908 -3.5000 -1.4247 -0.10
O -2.6225 -4.0643 -4.5674 -0.06
H -3.6122 -5.5761 -3.5682 0.11
H -1.9665 -5.3923 -3.1866 0.12
H -3.8633 -4.6482 -1.5178 0.12
H -4.0201 -3.2284 -2.4301 0.10
H -1.5319 -3.0916 -2.0014 0.06
H -2.3009 -3.1778 -4.3596 0.04
C 3.4877 5.5755 -1.6191 -0.24
C 4.9503 5.3092 -1.5642 -0.20
O 5.2453 4.1265 -0.7935 -0.10
O 2.7454 4.7100 -2.4563 -0.05
H 3.3422 6.6283 -1.8745 0.12
H 3.0334 5.3734 -0.6456 0.11
H 5.5589 6.1079 -1.1412 0.12
H 5.4106 5.1230 -2.5373 0.13
H 5.0559 3.3794 -1.3739 0.05
H 1.8192 4.9474 -2.3768 0.08
```

***

A structure of composition C38H88B3NO19S, computed with the ωB97M-V functional and the def2-TZVPD basis.

The calculation puts the energy at -3457.7040 a.u. The HOMO-LUMO gap comes out at 9.549 eV. For the maximum force, the calculation gives 4.16 eV/Å. The spin multiplicity is 1.

XYZ file:
```
150
Properties=species:S:1:pos:R:3:lowdin_charge:R:1
C -3.1413 5.0179 -2.6151 -0.09
C -2.5556 4.2809 -3.8352 -0.09
B -2.4044 2.7471 -3.5705 -0.60
O -2.4914 1.8349 -4.6336 0.23
B -1.2563 1.2023 -4.6378 -0.92
S -0.0946 1.3247 -6.0640 0.84
O -0.9457 0.5273 -3.4718 0.23
B -0.8980 1.5583 -2.5102 -0.55
C 0.4286 1.9632 -1.7972 -0.03
C 0.3488 3.3953 -1.2642 -0.21
C 1.6976 3.8904 -0.7758 -0.18
C 2.7781 3.8604 -1.8575 -0.22
N 2.1869 4.3114 -3.1383 0.05
C 3.0414 4.1768 -4.2712 -0.54
C 4.5407 4.0582 -4.1092 0.00
O 2.5855 4.1878 -5.3416 0.12
O -2.1091 2.2180 -2.3212 0.30
H -2.4578 4.8647 -1.7898 0.06
H -4.1424 4.6973 -2.3651 0.07
H -3.1197 6.0845 -2.8022 0.07
H -1.5364 4.6515 -3.9805 0.12
H -3.0896 4.4986 -4.7529 0.11
H 0.1716 2.6444 -6.0181 -0.13
H 1.1737 1.9771 -2.5935 0.11
H 0.7676 1.2506 -1.0484 0.13
H -0.0594 4.0547 -2.0189 0.09
H -0.3417 3.4206 -0.4258 0.12
H 1.9991 3.2519 0.0497 0.11
H 1.6101 4.8945 -0.3658 0.11
H 3.5719 4.5262 -1.5180 0.11
H 3.2371 2.8857 -1.9415 0.11
H 2.0667 5.3194 -3.0384 0.14
H 4.9411 4.9072 -3.5648 0.08
H 5.0069 4.0069 -5.0790 0.08
H 4.7992 3.1541 -3.5642 0.08
C -9.6795 2.5711 -7.6650 -0.11
O -9.1639 1.9386 -6.5165 -0.20
C -9.9684 0.8444 -6.1102 -0.21
C -9.2758 0.0517 -5.0226 -0.18
O -8.3373 -0.8923 -5.5215 -0.13
C -7.0923 -0.3602 -5.9587 -0.18
C -6.1619 0.0066 -4.8230 -0.20
O -6.4705 1.2990 -4.3267 -0.19
C -5.7479 1.5902 -3.1540 -0.09
H -10.6983 2.9357 -7.4883 0.09
H -9.0375 3.4189 -7.8964 0.09
H -9.6770 1.8852 -8.5202 0.09
H -10.1726 0.1915 -6.9679 0.13
H -10.9180 1.2396 -5.7219 0.13
H -10.0340 -0.5449 -4.5105 0.13
H -8.8177 0.7107 -4.2822 0.12
H -7.2383 0.4812 -6.6386 0.12
H -6.6229 -1.1667 -6.5261 0.13
H -5.1265 0.0172 -5.1914 0.13
H -6.2522 -0.7339 -4.0182 0.13
H -6.0225 0.9009 -2.3465 0.10
H -5.9986 2.6046 -2.8455 0.09
H -4.6710 1.5312 -3.3403 0.07
C 0.8448 5.8850 5.4568 -0.11
O 1.6951 6.8517 4.8831 -0.20
C 2.8663 6.2680 4.3390 -0.21
C 3.6437 7.2892 3.5371 -0.18
O 3.1657 7.4452 2.2060 -0.14
C 1.9681 8.2019 2.0691 -0.18
C 2.1894 9.6929 2.2081 -0.21
O 2.2000 10.0659 3.5751 -0.20
C 2.5879 11.4095 3.7488 -0.11
H 1.3591 5.3322 6.2515 0.09
H -0.0101 6.4041 5.8857 0.09
H 0.4839 5.1842 4.6948 0.09
H 2.5975 5.4212 3.6949 0.13
H 3.4906 5.9074 5.1688 0.13
H 4.6666 6.9216 3.4302 0.13
H 3.6909 8.2494 4.0542 0.12
H 1.1939 7.8457 2.7511 0.12
H 1.6236 8.0083 1.0505 0.12
H 1.3682 10.2288 1.7109 0.13
H 3.1407 9.9703 1.7373 0.13
H 3.6162 11.5659 3.4027 0.09
H 2.5392 11.6371 4.8119 0.09
H 1.9121 12.0854 3.2118 0.09
C 0.1459 -5.6462 2.7634 -0.10
O -0.0714 -4.4907 1.9833 -0.20
C 0.9343 -3.5153 2.1940 -0.21
C 0.8058 -2.3920 1.1863 -0.18
O 1.4228 -2.6862 -0.0599 -0.13
C 0.6977 -3.5708 -0.9059 -0.19
C -0.4712 -2.9125 -1.6054 -0.19
O -1.6070 -2.8912 -0.7554 -0.19
C -2.6467 -2.1141 -1.3040 -0.10
H 0.1716 -5.3986 3.8313 0.08
H -0.6783 -6.3330 2.5810 0.09
H 1.0821 -6.1393 2.4771 0.08
H 1.9262 -3.9776 2.1075 0.13
H 0.8111 -3.1088 3.2089 0.12
H 1.3483 -1.5280 1.5781 0.12
H -0.2366 -2.0952 1.0521 0.12
H 0.3886 -4.4655 -0.3631 0.10
H 1.4132 -3.8810 -1.6715 0.13
H -0.7267 -3.4873 -2.5073 0.13
H -0.1999 -1.8896 -1.8944 0.13
H -2.3320 -1.0685 -1.3994 0.08
H -3.4999 -2.1631 -0.6296 0.09
H -2.9495 -2.5008 -2.2842 0.09
C 4.5438 -9.6414 -2.6222 -0.11
O 3.1849 -9.5915 -2.2533 -0.20
C 2.9440 -10.2703 -1.0324 -0.21
C 1.5337 -10.0083 -0.5497 -0.18
O 1.3988 -8.7858 0.1639 -0.13
C 1.3732 -7.6042 -0.6275 -0.17
C 0.0505 -7.3739 -1.3247 -0.20
O -0.0086 -8.1080 -2.5367 -0.19
C -1.2932 -8.0596 -3.1135 -0.11
H 4.8838 -10.6782 -2.7282 0.09
H 4.6487 -9.1369 -3.5809 0.09
H 5.1661 -9.1234 -1.8830 0.09
H 3.6610 -9.9375 -0.2716 0.13
H 3.0735 -11.3482 -1.2051 0.13
H 1.2773 -10.7879 0.1710 0.13
H 0.8159 -10.0677 -1.3704 0.12
H 2.2039 -7.5833 -1.3357 0.13
H 1.5213 -6.7852 0.0810 0.11
H -0.0479 -6.3069 -1.5655 0.11
H -0.7743 -7.6746 -0.6667 0.14
H -2.0331 -8.5316 -2.4566 0.09
H -1.2594 -8.6088 -4.0526 0.09
H -1.5919 -7.0250 -3.3198 0.09
C 5.3000 -1.5462 4.7882 -0.11
O 4.3258 -1.7332 5.7892 -0.20
C 3.5619 -2.9066 5.5673 -0.20
C 2.6854 -3.2030 6.7648 -0.18
O 3.3612 -3.9048 7.8001 -0.13
C 4.2396 -3.1300 8.6061 -0.18
C 3.5211 -2.2680 9.6219 -0.21
O 3.0930 -1.0534 9.0284 -0.20
C 2.2615 -0.3135 9.8921 -0.11
H 4.8361 -1.4777 3.7970 0.09
H 5.8206 -0.6138 4.9983 0.09
H 6.0287 -2.3650 4.7977 0.09
H 4.2293 -3.7563 5.3774 0.13
H 2.9259 -2.7410 4.6854 0.11
H 1.8900 -3.8765 6.4374 0.12
H 2.2138 -2.2948 7.1459 0.12
H 4.9198 -2.5360 7.9927 0.12
H 4.8395 -3.8598 9.1541 0.13
H 4.2101 -2.0267 10.4438 0.13
H 2.6573 -2.8128 10.0225 0.13
H 1.3394 -0.8642 10.1117 0.09
H 2.0011 0.6168 9.3906 0.09
H 2.7803 -0.0764 10.8284 0.09
```